Record 1
The following is a DFT calculation (ωB97M-V/def2-TZVPD) of a molecular structure, C37H29BiN8O4PS2Se.

Summary:
* LUMO level: -3.1795 eV
* maximum force: 0.0324 hartree/bohr
* E_HOMO: -10.891 eV
* DFT total energy: -5920.048500 hartree
* energy above the lowest of the compared OMol25 structures with the same formula, charge and spin: 1.052 eV
* Kohn-Sham gap: 7.711 eV

```
! wB97M-V def2-TZVPD RIJCOSX def2/J DEFGRID3
* xyz 1 1
Bi 0.3273 0.9165 -0.9224
O 2.7868 3.5973 1.4550
C 2.1886 2.9862 0.5980
O 1.0426 2.4322 0.6973
C 2.8008 2.8727 -0.8085
C 4.0082 3.4198 -1.2218
C 4.3632 3.2898 -2.5599
C 3.4834 2.7051 -3.4655
C 2.2916 2.1976 -2.9743
N 2.0274 2.2516 -1.6800
C 1.1191 1.6840 -3.8025
O 1.2026 1.5852 -5.0019
O 0.0603 1.4618 -3.0954
H 4.6315 3.9346 -0.5089
H 5.3145 3.6640 -2.9055
H 3.6885 2.6429 -4.5227
N -2.5925 0.8326 0.6230
P -2.1332 -0.5517 -0.2936
C -3.7158 -1.4890 -0.2539
C -4.4168 -1.6886 0.9316
C -5.5633 -2.4589 0.9309
C -6.0027 -3.0566 -0.2403
C -5.2963 -2.8781 -1.4162
C -4.1567 -2.0929 -1.4242
C -1.3467 -1.5354 1.0395
C -1.1786 -2.8946 0.7885
C -0.7371 -3.7358 1.7906
C -0.4705 -3.2238 3.0511
C -0.6098 -1.8671 3.2940
C -1.0377 -1.0153 2.2894
C -2.3642 2.1338 0.3044
C -3.0875 3.1535 0.9446
C -2.8582 4.4616 0.5925
C -1.9257 4.7465 -0.4041
C -1.2245 3.7040 -0.9577
N -1.4345 2.4320 -0.6104
H -3.2937 0.6927 1.3434
H -4.0555 -1.2685 1.8611
H -6.1069 -2.6132 1.8498
H -6.8885 -3.6716 -0.2332
H -5.6245 -3.3581 -2.3253
H -3.5982 -1.9579 -2.3373
H -1.4238 -3.2867 -0.1898
H -0.6318 -4.7946 1.6063
H -0.1584 -3.8871 3.8460
H -0.3934 -1.4707 4.2762
H -1.1214 0.0451 2.4814
H -3.8089 2.8940 1.7034
H -3.3969 5.2615 1.0745
H -1.7506 5.7576 -0.7282
H -0.4664 3.8586 -1.7079
C -2.1656 -0.3010 -3.9401
C -1.1995 -1.3172 -3.4818
N -0.2885 -1.1380 -2.5818
C 0.5386 -2.2118 -2.4420
C 0.2095 -3.2763 -3.2377
S -1.1593 -2.9059 -4.1949
C 1.7045 -2.1466 -1.5844
C 2.5049 -3.2078 -1.2669
S 3.8486 -2.6983 -0.3396
C 3.2488 -1.0693 -0.4144
N 2.1552 -0.9531 -1.0923
C 3.9947 0.0443 0.2115
H -1.6302 0.4444 -4.5308
H -2.5906 0.2295 -3.0875
H -2.9412 -0.7544 -4.5553
H 0.7001 -4.2238 -3.3265
H 2.3836 -4.2364 -1.5316
H 4.7406 -0.3445 0.9011
H 3.3146 0.7077 0.7436
H 4.5057 0.6278 -0.5546
Se 3.0516 -2.8653 2.8879
N 3.6637 -1.9079 4.2165
C 3.1292 -0.6964 4.1488
C 3.3770 0.3969 5.0054
C 2.6889 1.5502 4.7578
C 1.7688 1.6140 3.6818
N 1.5360 0.6392 2.8466
C 2.2104 -0.5042 3.0469
N 2.0839 -1.5596 2.2485
H 4.0920 0.3020 5.8088
H 2.8471 2.4205 5.3753
H 1.2116 2.5223 3.5008
*
```

Löwdin population analysis, charges in e, atoms 1 to 4: 1.9503 0.0841 -0.6383 -0.2137

Record 2
The following is a DFT calculation (ωB97M-V/def2-TZVPD) of a molecular structure, C37H29BrN8O2RuS.

Summary:
* LUMO level (spin up / spin down): -9.5011 / -11.3140 eV
* maximum force: 0.0172 hartree/bohr
* <S²>: 8.771
* E_HOMO (spin up / spin down): -14.274 / -14.273 eV
* DFT total energy: -5082.017867 hartree
* energy above the lowest of the compared OMol25 structures with the same formula, charge and spin: 0.000 eV
* Kohn-Sham gap (spin up / spin down): 4.773 / 2.958 eV

```
! wB97M-V def2-TZVPD RIJCOSX def2/J DEFGRID3
* xyz 3 6
Ru 1.1350 -0.9470 -1.2323
C 2.5116 1.2975 -3.1282
O 1.4698 1.1277 -2.1495
C 0.6202 2.2139 -1.9226
C 0.8645 3.4873 -2.3865
C -0.0286 4.4894 -2.0049
Br 0.2919 6.2475 -2.5712
C -1.1418 4.2008 -1.2384
C -1.4053 2.8958 -0.8219
C -0.4712 1.9102 -1.1165
O -0.5164 0.6057 -0.6412
C -2.6520 2.6343 -0.0885
N -3.1176 3.4238 0.8325
C -4.3058 2.8377 1.2440
C -5.2165 3.2646 2.2143
C -6.3512 2.5059 2.3990
C -6.5943 1.3509 1.6321
C -5.7028 0.9144 0.6702
C -4.5475 1.6751 0.5048
N -3.4615 1.5529 -0.3469
H 2.0907 1.6530 -4.0678
H 2.9625 0.3170 -3.2834
H 3.2636 1.9988 -2.7638
H 1.7131 3.7308 -3.0064
H -1.8508 4.9719 -0.9730
H -1.1460 0.4617 0.1149
H -5.0323 4.1627 2.7863
H -7.0835 2.8102 3.1335
H -7.5112 0.8007 1.7944
H -5.9073 0.0366 0.0733
H -3.3433 0.8712 -1.0769
N 5.2904 -1.5549 0.1949
C 5.9945 -0.3816 0.4530
C 7.3631 -0.4216 0.6750
C 8.0237 0.7566 0.9652
C 7.3361 1.9803 1.0356
C 5.9825 2.0349 0.8080
C 5.2987 0.8471 0.5050
S 3.6166 0.9205 0.2196
N 3.1825 -0.6140 -0.2211
C 3.9865 -1.6462 -0.1161
C 3.3959 -3.0008 -0.3329
C 4.0609 -4.1623 0.0048
C 3.4169 -5.3848 -0.1941
C 2.1394 -5.3891 -0.7124
C 1.5337 -4.1726 -1.0099
N 2.1396 -3.0039 -0.8219
H 5.8362 -2.4064 0.2104
H 7.9036 -1.3579 0.6285
H 9.0897 0.7362 1.1442
H 7.8798 2.8851 1.2668
H 5.4499 2.9755 0.8543
H 5.0492 -4.1703 0.4404
H 3.9175 -6.3077 0.0631
H 1.6018 -6.3097 -0.8839
H 0.5299 -4.1294 -1.4127
C -2.6646 -2.5248 -3.0597
C -1.3366 -2.1408 -2.9605
N -0.7814 -1.8426 -1.7795
C -1.5192 -1.9652 -0.6677
C -2.8536 -2.3161 -0.6621
C -3.4258 -2.6076 -1.9067
C -3.6429 -2.4644 0.5701
C -3.6607 -1.7880 1.7253
C -2.9166 -0.6568 2.3237
C -3.3766 -0.2223 3.5611
C -2.7208 0.8307 4.1763
N -1.6662 1.4197 3.6218
C -1.3004 0.9425 2.4488
N -1.8499 -0.0534 1.7540
H -3.0905 -2.7456 -4.0273
H -0.7117 -2.0341 -3.8383
H -1.0443 -1.7157 0.2764
H -4.4666 -2.9020 -1.9635
H -4.3857 -3.2511 0.4919
H -4.4262 -2.1366 2.4090
H -4.2305 -0.6882 4.0298
H -3.0440 1.2072 5.1389
H -0.4402 1.4291 1.9947
*
```

Löwdin population analysis, charges in e, atoms 1 to 4: 1.4038 -0.0441 -0.2789 -0.2049

Record 3
The following is a DFT calculation (ωB97M-V/def2-TZVPD) of a molecular structure, C37H29F6N2O6PtS2Te.

Summary:
* LUMO level: 2.1089 eV
* maximum force: 0.0121 hartree/bohr
* E_HOMO: -4.771 eV
* DFT total energy: -3771.282879 hartree
* energy above the lowest of the compared OMol25 structures with the same formula, charge and spin: 0.000 eV
* Kohn-Sham gap: 6.880 eV

```
! wB97M-V def2-TZVPD RIJCOSX def2/J DEFGRID3
* xyz -1 1
Pt -0.7830 -1.1526 -1.0430
C 3.1212 2.8697 3.9348
C 2.3681 2.3407 2.7409
C 2.4184 2.9796 1.4974
C 1.7657 2.4783 0.3966
C 1.8071 3.2813 -0.8601
O 1.5719 4.4772 -0.8262
C 2.1942 2.6364 -2.1515
C 2.9557 1.4749 -2.1813
C 3.3823 0.9575 -3.3946
C 3.0180 1.5771 -4.5811
C 2.2355 2.7248 -4.5556
C 1.8384 3.2605 -3.3429
C 0.9766 1.2746 0.4494
O 0.3975 0.8731 -0.6033
C 0.8288 0.6941 1.7570
C 1.5472 1.2394 2.8374
C -0.1578 -0.3384 2.0592
N -0.6886 -1.1340 1.1952
C -1.7681 -2.0489 1.5946
C -3.1490 -1.4271 1.4043
Te -3.3160 -0.3554 -0.4524
C -3.1483 1.5363 0.4862
C -2.1199 2.4050 0.1440
C -1.9936 3.6234 0.8025
C -2.9032 3.9804 1.7874
C -3.9519 3.1255 2.1075
C -4.0775 1.9073 1.4551
C -0.5979 -0.3944 3.4965
C -1.4583 0.5926 3.9651
C -1.8907 0.5725 5.2827
C -1.4512 -0.4222 6.1461
C -0.5763 -1.3971 5.6861
C -0.1530 -1.3843 4.3646
H 3.7674 3.6996 3.6468
H 3.7532 2.1017 4.3862
H 2.4441 3.2335 4.7120
H 2.9795 3.9023 1.3840
H 3.2050 0.9695 -1.2567
H 3.9739 0.0528 -3.4099
H 3.3319 1.1573 -5.5292
H 1.9335 3.1969 -5.4821
H 1.2417 4.1620 -3.2975
H 1.4415 0.7746 3.8120
H -1.6741 -2.3647 2.6361
H -1.6826 -2.9310 0.9625
H -3.3653 -0.6903 2.1783
H -3.9196 -2.1953 1.4130
H -1.3978 2.1136 -0.6078
H -1.1701 4.2796 0.5472
H -2.7991 4.9261 2.3046
H -4.6727 3.4070 2.8657
H -4.8980 1.2444 1.7072
H -1.7790 1.3804 3.2925
H -2.5665 1.3415 5.6357
H -1.7834 -0.4340 7.1764
H -0.2225 -2.1698 6.3569
H 0.5298 -2.1440 4.0019
F 0.1958 -2.5669 -5.3051
C -1.0049 -2.0654 -5.5895
F -0.8664 -1.1719 -6.5768
F -1.7830 -3.0421 -6.0286
S -1.6810 -1.1343 -4.1238
O -0.7724 -0.0415 -4.0195
O -3.0688 -0.9116 -4.3831
N -1.4412 -2.0883 -2.8034
S -2.4095 -3.3779 -2.5779
O -3.2116 -3.2695 -1.3908
O -3.0230 -3.8131 -3.7926
C -1.1743 -4.6984 -2.1893
F -1.8310 -5.8669 -2.2158
F -0.2215 -4.7285 -3.1146
F -0.6263 -4.5640 -0.9914
C 3.6148 -3.0542 -1.5974
C 2.9580 -2.4441 -2.6560
C 1.6917 -1.9002 -2.4794
C 1.0389 -1.9667 -1.2492
C 1.7172 -2.5737 -0.1905
C 2.9885 -3.1074 -0.3600
H 4.6021 -3.4798 -1.7325
H 3.4353 -2.3797 -3.6281
H 1.2222 -1.3850 -3.3045
H 1.2476 -2.6377 0.7834
H 3.4898 -3.5724 0.4819
*
```

Löwdin population analysis, charges in e, atoms 1 to 4: 0.8489 -0.0670 -0.2751 0.0170